# 1
# C34H39N3O8

2 unconnected molecules or ions with the total composition C34H39N3O8 (ωB97M-V with the def2-TZVPD basis set, the OMol25 dataset).

Last column: Mulliken charge in e.
Atoms and positions in Å:
1 C 3.466 2.998 -2.691  -1.28
2 H 5.348 2.805 5.061  0.36
3 C 0.220 0.505 1.612  0.48
4 C -2.003 0.736 -3.451  -0.22
5 H 1.715 5.913 -0.153  0.27
6 H 1.587 -0.931 0.738  0.65
7 C -0.730 -2.231 0.972  -0.63
8 C 1.454 -0.199 1.533  -0.47
9 C 4.719 1.011 4.051  -0.54
10 H 5.025 -0.052 3.980  0.33
11 C -1.002 -3.518 0.525  -1.12
12 C -2.238 -7.425 -1.113  -0.66
13 H 3.420 -0.540 2.331  0.36
14 H -5.605 1.801 -2.393  0.46
15 O -0.129 4.196 -1.047  -0.23
16 H 2.035 1.153 6.115  0.34
17 C -1.659 -6.503 -3.210  -0.80
18 C 1.051 1.535 3.670  -0.77
19 C -1.101 3.294 -0.805  -0.01
20 H -2.568 -2.693 -2.418  0.59
21 H -2.470 -0.493 -1.364  0.32
22 H 3.625 3.548 -1.763  0.28
23 O -6.636 -0.038 -3.594  -0.63
24 H -2.966 -0.530 -4.894  0.46
25 H 3.026 -0.331 5.982  0.25
26 O -2.002 3.512 0.013  -0.69
27 H 0.869 2.138 4.563  0.40
28 C -2.389 -6.036 -0.486  -0.38
29 C -1.956 -1.321 -0.893  -0.20
30 O -5.251 -1.326 -4.729  -0.64
31 O 1.277 2.421 -2.043  -0.18
32 C 0.865 6.320 -0.705  -1.21
33 C -1.150 -1.067 0.245  -0.13
34 C -3.499 2.050 -2.005  -0.42
35 H -1.219 -7.808 -0.913  0.34
36 C -2.155 1.638 -2.333  1.26
37 H 6.657 1.568 4.851  0.35
38 H -0.710 -4.377 1.129  0.33
39 C -4.393 0.483 -3.608  -0.37
40 C 2.490 0.026 2.426  -0.67
41 C 0.071 1.420 2.695  -0.66
42 H 2.875 1.143 -1.776  0.24
43 C -3.098 0.162 -4.062  -0.33
44 C -4.591 1.486 -2.633  -0.74
45 O 0.506 0.310 -2.130  -0.68
46 H 4.835 1.489 3.071  0.42
47 H 4.021 0.778 7.781  0.32
48 N 3.321 1.130 4.475  0.25
49 C -2.072 -2.578 -1.455  -0.62
50 C 3.026 0.771 5.860  -0.40
51 N -1.736 -5.004 -1.290  0.18
52 C -1.615 -3.720 -0.746  0.82
53 H 3.134 3.715 -3.442  0.29
54 H -0.587 -6.739 -3.051  0.36
55 H -2.963 -4.797 -3.019  0.39
56 C 0.296 1.508 -1.940  -0.15
57 H -0.857 1.984 2.768  0.53
58 H -1.947 -6.039 0.516  0.29
59 H -3.645 2.828 -1.254  0.45
60 H -0.610 5.403 0.559  0.30
61 C 2.312 0.902 3.523  0.49
62 C -0.372 5.501 -0.501  -0.20
63 H 2.323 1.356 -3.469  0.27
64 H -1.218 -4.403 -3.229  0.47
65 H -0.189 -2.088 1.903  0.51
66 H -1.007 0.498 -3.812  0.33
67 C -1.021 2.060 -1.601  0.46
68 H 3.846 2.407 7.012  0.33
69 C -1.928 -5.081 -2.739  -0.64
70 N -5.490 -0.330 -4.004  0.96
71 H -3.473 -5.832 -0.397  0.27
72 O 5.402 1.164 6.374  -0.36
73 H 1.155 6.396 -1.758  0.29
74 H 0.675 7.329 -0.337  0.42
75 C 5.593 1.725 5.075  -0.76
76 H 4.419 2.587 -3.016  0.43
77 H -1.224 5.934 -1.040  0.26
78 C 2.509 1.864 -2.517  -0.11
79 H -1.498 1.080 0.403  0.74
80 H -2.995 -8.105 -0.697  0.33
81 C 4.060 1.335 6.835  -0.65
82 C -0.828 0.256 0.663  -0.71
83 H -1.929 -6.611 -4.268  0.36
84 O -2.505 -7.425 -2.520  -0.36

Calculated values
- Kohn-Sham gap (eV) = 4.5
- largest force on an atom (eV/A) = 1.9
- LUMO energy (eV) = -2.07


# 2
# C14H20N2OS2Si

C14H20N2OS2Si in the gas phase (ωB97M-V with the def2-TZVPD basis set, the OMol25 dataset).

Last column: natural (NBO) charge in e.
Atoms and positions in Å:
1 S 0.612 5.552 1.785  0.33
2 H -1.364 -4.678 -1.218  0.20
3 H 0.663 2.521 -1.515  0.23
4 H 0.417 0.747 3.030  0.22
5 H -1.818 -2.363 -3.118  0.21
6 H 2.019 -2.863 -1.645  0.25
7 H 0.570 8.457 1.914  0.12
8 C -2.010 -4.012 -0.672  -0.61
9 H -2.110 -4.191 0.416  0.21
10 C 0.710 2.113 -0.492  -0.10
11 H -2.303 -0.557 -0.887  0.21
12 H -0.122 -3.934 2.063  0.25
13 N 1.540 6.334 -0.513  -0.27
14 C 0.933 4.443 0.411  0.10
15 Si 0.255 -2.377 0.096  1.90
16 H -0.242 -3.080 -2.598  0.21
17 O -0.029 -1.060 1.230  -0.84
18 C -1.024 -2.417 -2.324  -0.63
19 H 1.589 -3.858 1.572  0.24
20 C 0.482 1.144 2.084  -0.24
21 H -2.964 -4.065 -1.148  0.21
22 C -2.449 -1.461 -0.280  -0.63
23 C 0.425 0.811 -0.314  -0.32
24 C 0.580 -3.869 1.240  -1.13
25 C -1.487 -2.574 -0.806  -0.45
26 N 1.287 5.051 -0.661  -0.26
27 C 0.609 2.492 1.880  -0.18
28 C 1.294 6.764 0.726  -0.16
29 H 0.659 3.139 2.736  0.22
30 H 2.667 -1.953 -0.374  0.25
31 S 1.630 8.469 1.145  0.09
32 H -3.488 -1.662 -0.511  0.21
33 C 1.787 -2.038 -0.995  -1.14
34 C 0.332 0.242 0.970  0.35
35 H -0.765 -1.345 -2.423  0.20
36 H 0.470 0.198 -1.231  0.21
37 H -2.282 -1.232 0.760  0.23
38 C 0.751 2.987 0.610  -0.15
39 H 1.703 -1.110 -1.586  0.24
40 H 0.474 -4.763 0.644  0.24

Calculated values
- SMILES string = CC(C)(C)[Si](C)(C)Oc1ccc(-c2nnc(S)s2)cc1
- Kohn-Sham gap (eV) = 8.3
- ΔE to the lowest compared entry with this formula, charge and spin (kJ/mol) = 0.00
- largest force on an atom (eV/A) = 3.8
- LUMO energy (eV) = 0.07


# 3
# CHClO2S

2 unconnected molecules or ions with the total composition CHClO2S (ωB97M-V with the def2-TZVPD basis set, the OMol25 dataset).

Last column: natural (NBO) charge in e.
Atoms and positions in Å:
1 S -1.777 -1.288 -1.988  0.91
2 Cl -0.354 0.888 1.384  -0.28
3 O -1.268 0.108 -1.804  -0.94
4 H -0.262 1.863 0.508  0.28
5 C -0.433 -1.902 -2.597  0.40
6 O 0.606 -2.276 -2.976  -0.38

Calculated values
- Kohn-Sham gap (eV) = 8.2
- ΔE to the lowest compared entry with this formula, charge and spin (kJ/mol) = 133.48
- largest force on an atom (eV/A) = 4.0
- LUMO energy (eV) = -1.01


# 4
# C4H26O9S2

9 unconnected molecules or ions with the total composition C4H26O9S2 (ωB97M-V with the def2-TZVPD basis set, the OMol25 dataset).

Last column: natural (NBO) charge in e.
Atoms and positions in Å:
1 O 2.808 2.180 1.400  -0.99
2 H -0.840 -0.690 1.022  0.23
3 H -1.322 -1.160 -2.988  0.51
4 C -3.168 -2.429 1.363  -0.75
5 H -1.831 0.170 -0.758  0.19
6 H -2.504 1.484 0.371  0.18
7 H 0.268 0.762 1.130  0.23
8 S -3.770 -0.844 2.022  0.07
9 H -3.029 -3.103 2.190  0.23
10 H 4.422 -0.192 0.888  0.47
11 H -0.484 0.997 3.191  0.22
12 C -1.311 0.826 2.492  -0.54
13 H 2.245 0.755 -1.312  0.49
14 O 0.088 -2.209 -0.961  -0.99
15 O -0.573 0.443 -2.959  -1.01
16 O -0.942 1.973 -0.777  -0.79
17 H -3.868 -2.776 0.603  0.23
18 H -0.939 1.254 -2.573  0.51
19 H 3.620 -1.082 -0.101  0.52
20 O 0.563 3.722 0.926  -0.98
21 O 2.033 0.410 -2.191  -0.96
22 H 1.968 -2.024 -1.244  0.52
23 H -2.278 -2.316 0.735  0.22
24 H 0.366 0.451 -2.681  0.50
25 H -1.737 1.862 2.366  0.21
26 H -2.709 -1.731 -3.144  0.47
27 H 0.073 -1.256 -1.091  0.48
28 H 2.801 -0.160 -2.346  0.49
29 H -0.691 -2.612 -1.379  0.52
30 H 2.941 -3.154 -0.662  0.49
31 O 3.790 -0.128 0.166  -1.02
32 H -0.531 2.638 -0.207  0.51
33 O -1.847 -1.971 -2.790  -1.00
34 H 0.308 4.083 1.777  0.48
35 H 1.495 3.452 1.001  0.51
36 C -0.756 0.394 1.133  -0.48
37 O 2.878 -2.261 -1.006  -0.99
38 H 3.410 2.178 2.148  0.48
39 H 3.061 1.413 0.857  0.51
40 S -2.383 -0.310 3.417  0.10
41 C -1.627 0.959 -0.028  -0.07

Calculated values
- SMILES string = CSSCCCO.O.O.O.O.O.O.O.O
- Kohn-Sham gap (eV) = 8.8
- largest force on an atom (eV/A) = 1.7
- LUMO energy (eV) = 0.07


# 5
# C7H25NO4

5 unconnected molecules or ions with the total composition C7H25NO4 (ωB97M-V with the def2-TZVPD basis set, the OMol25 dataset).

Last column: natural (NBO) charge in e.
Atoms and positions in Å:
1 H 1.267 0.114 -0.387  0.38
2 H 1.591 2.833 -1.871  0.46
3 C -0.612 1.480 0.966  -0.38
4 O -0.877 -0.608 -4.073  -0.93
5 H -1.079 0.289 -3.939  0.47
6 O 1.865 3.461 -1.203  -0.92
7 C -0.982 2.398 2.212  -0.65
8 C 1.547 -1.833 -2.116  -0.64
9 H -2.995 -1.965 0.702  0.47
10 C 0.854 -1.789 0.340  -0.22
11 H -3.111 -0.648 1.418  0.47
12 H -1.088 -0.319 -0.832  0.50
13 H -1.221 -1.068 -3.375  0.47
14 H 0.115 1.975 0.309  0.21
15 H -2.214 0.682 -0.610  0.45
16 N 0.439 -0.389 0.110  -0.67
17 H 2.432 -1.381 -1.692  0.20
18 H 1.839 -3.291 -0.718  0.21
19 H 1.854 -1.773 0.923  0.16
20 H 0.091 -2.189 1.048  0.21
21 H 1.761 -2.409 -3.001  0.22
22 C 0.061 0.224 1.436  -0.08
23 C 1.035 -2.621 -0.929  -0.41
24 H -0.177 3.128 2.428  0.22
25 H -1.636 1.361 0.468  0.17
26 H 0.012 -3.110 -1.158  0.20
27 H -1.249 1.922 3.219  0.22
28 O -2.136 -0.261 -0.824  -1.01
29 H -0.713 -0.457 1.912  0.24
30 H 0.653 -1.250 -2.529  0.23
31 H 2.271 0.054 1.758  0.21
32 H 1.416 0.203 3.093  0.23
33 O -3.117 -1.662 1.548  -0.94
34 H -2.019 2.799 2.077  0.21
35 H 1.039 3.901 -1.072  0.46
36 H 1.742 1.587 2.213  0.23
37 C 1.342 0.611 2.149  -0.66

Calculated values
- SMILES string = CCCN[C@@H](C)CC.O.O.O.O
- Kohn-Sham gap (eV) = 9.6
- ΔE to the lowest compared entry with this formula, charge and spin (kJ/mol) = 322.67
- largest force on an atom (eV/A) = 4.8
- LUMO energy (eV) = 0.24


# 6
# C5H13NO2

C5H13NO2 in the gas phase (ωB97M-V with the def2-TZVPD basis set, the OMol25 dataset).

Last column: natural (NBO) charge in e.
Atoms and positions in Å:
1 H -0.583 1.435 -1.375  0.23
2 H 1.333 1.189 2.665  0.17
3 O -1.869 -1.400 -0.219  -0.73
4 H -1.345 -1.892 -0.852  0.48
5 H 1.109 -2.646 -1.826  0.48
6 O 0.491 -2.089 -1.394  -0.74
7 H 0.415 -0.986 1.216  0.18
8 H 2.058 -1.342 -0.353  0.16
9 H -1.623 0.066 0.976  0.18
10 N 0.982 0.926 0.607  -0.62
11 C 0.308 -0.360 0.321  -0.08
12 H 1.961 0.672 0.659  0.35
13 H -1.655 0.380 -2.081  0.22
14 H -2.417 1.352 -0.949  0.23
15 H -0.403 1.122 2.247  0.20
16 C -1.461 0.845 -1.099  -0.67
17 C 1.147 -0.961 -0.835  -0.07
18 C -1.192 -0.147 -0.014  0.08
19 C 0.560 1.475 1.918  -0.43
20 H 0.731 2.543 1.930  0.20
21 H 1.455 -0.182 -1.543  0.18

Calculated values
- SMILES string = CN[C@H](CO)[C@@H](C)O
- Kohn-Sham gap (eV) = 9.7
- ΔE to the lowest compared entry with this formula, charge and spin (kJ/mol) = 219.33
- largest force on an atom (eV/A) = 2.7
- LUMO energy (eV) = 0.64


Question: Which of these has the lowest Kohn-Sham gap?
Answer: C34H39N3O8